1.
# C5H8IN2

A gas-phase ion, C5H8IN2 (charge +1) in a non-equilibrium geometry (the ωB97M-V functional and the def2-TZVPD basis, OMol25).

Computed properties:
- gap between HOMO and LUMO (alpha / beta) (eV) = 5.942 / 5.678
- multiplicity = 1
- charge = +1
- relative energy (zero: lowest compared OMol25 entry of this formula, charge and spin) (kcal per mole) = 83.7

Atoms and positions in Å:
C  0.23163  1.43671  -1.43305
H  -0.52192  0.96367  -2.01472
C  1.59915  1.67552  0.69419
C  -0.83300  -1.21779  0.03426
I  -3.67749  -1.57086  -0.87493
H  -1.50126  -3.10878  0.60165
H  0.15941  -2.98233  0.56341
H  1.80051  2.58759  0.16966
H  0.78078  2.36587  -1.90910
H  2.38770  0.96055  1.00325
H  0.90549  1.82210  1.62504
C  0.17358  -0.20950  0.40769
N  -1.88368  -0.73305  -0.54861
C  0.62707  0.91009  -0.20610
H  0.50853  -0.42702  1.31911
N  -0.75649  -2.47277  0.56827

2.
# C5H8N

2 unconnected molecules or ions with the total composition C5H8N in a non-equilibrium geometry (the ωB97M-V functional and the def2-TZVPD basis, OMol25).

Computed properties:
- gap between HOMO and LUMO (eV) = 8.067
- multiplicity = 1
- charge = +1
- relative energy (zero: lowest compared OMol25 entry of this formula, charge and spin) (kcal per mole) = 141.2

Atoms and positions in Å:
C  0.11051  0.09067  0.12374
H  -0.35038  -3.13547  -0.02893
H  -1.48493  2.63199  -0.84980
H  -1.50550  -1.19827  -0.46989
H  0.04303  3.13597  -0.05244
C  0.35637  -2.37736  -0.23560
N  2.44960  0.24732  1.07825
H  -1.21132  2.49221  0.82209
C  -0.43731  -1.06574  -0.07744
C  1.40878  0.31487  0.67978
H  -0.57044  1.33993  -0.19370
H  0.85996  -2.47424  -1.19641
C  -0.78412  2.50798  -0.10120
H  1.11579  -2.50985  0.50157

3.
# C5H8N

A gas-phase ion, C5H8N (charge +1) in a non-equilibrium geometry (the ωB97M-V functional and the def2-TZVPD basis, OMol25).

Computed properties:
- gap between HOMO and LUMO (alpha / beta) (eV) = 9.111 / 9.035
- multiplicity = 1
- charge = +1
- relative energy (zero: lowest compared OMol25 entry of this formula, charge and spin) (kcal per mole) = 161.5

Atoms and positions in Å:
H  1.37160  -1.52035  -0.35089
C  -1.76562  0.48929  0.24739
C  -0.49917  0.67732  1.10328
C  1.13991  0.59211  -0.95100
H  -2.83064  0.44353  0.58268
H  -1.85948  1.11933  -0.66935
H  -0.30563  0.04774  2.08089
H  -0.89072  -1.89617  0.15040
H  1.67236  1.56639  -0.76201
N  0.21921  0.03656  -0.00308
H  2.12697  -0.59176  0.87065
C  -1.07014  -0.81567  -0.23364
C  1.57476  -0.53932  -0.05501
H  1.11658  0.39101  -2.01031

4.
# C5H8N

2 unconnected molecules or ions with the total composition C5H8N in a non-equilibrium geometry (the ωB97M-V functional and the def2-TZVPD basis, OMol25).

Computed properties:
- gap between HOMO and LUMO (alpha / beta) (eV) = 8.116 / 8.117
- multiplicity = 1
- charge = +1
- relative energy (zero: lowest compared OMol25 entry of this formula, charge and spin) (kcal per mole) = 132.1

Atoms and positions in Å:
C  1.08057  -1.06841  -2.56881
C  -0.01131  1.66427  1.76504
H  1.66478  -0.24956  -2.95782
N  -0.67836  -0.14656  0.78291
H  1.00320  1.16245  1.90333
C  -1.06995  -1.00581  1.60006
H  1.80479  -1.67046  -2.11830
H  -0.64668  1.56960  2.63663
H  -1.33327  -0.79961  2.58820
H  -1.08439  -2.06155  1.39260
C  -0.21435  -0.27930  -0.43961
H  -0.01539  2.70389  1.23426
C  0.22435  -0.55324  -1.55347
H  0.48421  -1.49275  -3.43065

5.
# C5H8N

A gas-phase ion, C5H8N (charge +1) in a non-equilibrium geometry (the ωB97M-V functional and the def2-TZVPD basis, OMol25).

Computed properties:
- gap between HOMO and LUMO (eV) = 9.522
- multiplicity = 1
- charge = +1
- SMILES = C=C[C@@H]1C[N+]1=C
- relative energy (zero: lowest compared OMol25 entry of this formula, charge and spin) (kcal per mole) = 93.3

Atoms and positions in Å:
H  -0.20467  -0.10355  3.36053
H  1.47919  -0.05888  2.54426
H  -0.82437  1.76037  -1.34401
C  -0.25917  0.13907  1.35985
N  0.06850  -0.28745  -1.28455
H  -1.29444  0.16617  1.29961
C  0.56126  0.39029  -0.11363
C  0.35089  0.01376  2.51037
C  -0.56901  -1.28539  -1.69842
H  0.71597  1.55069  -2.03856
C  0.02924  1.17383  -1.32009
H  -1.33289  -1.02554  -2.51193
H  -0.47767  -2.16043  -1.16324
H  1.55878  0.38499  -0.02742

6.
# C5H8N

2 unconnected molecules or ions with the total composition C5H8N in a non-equilibrium geometry (the ωB97M-V functional and the def2-TZVPD basis, OMol25).

Computed properties:
- gap between HOMO and LUMO (eV) = 8.222
- multiplicity = 1
- charge = +1
- relative energy (zero: lowest compared OMol25 entry of this formula, charge and spin) (kcal per mole) = 155.3

Atoms and positions in Å:
N  0.78824  0.40692  -0.62409
H  -2.15293  0.13560  1.30475
C  1.06960  -0.35373  0.84208
H  2.26548  -1.02423  -0.97685
C  1.20077  -1.00083  -0.45489
C  -1.35658  0.71632  -0.64813
H  -1.62782  -1.22197  0.19755
H  0.19265  -0.50998  1.55696
H  -1.11848  0.26795  -1.53718
C  -1.86916  -0.15186  0.29626
C  1.50057  0.89611  0.37602
H  0.54469  -1.76017  -0.73740
H  -1.30057  1.72628  -0.35797
H  1.86355  1.87358  0.76289

7.
# C5H8N

A gas-phase ion, C5H8N (charge +1) in a non-equilibrium geometry (the ωB97M-V functional and the def2-TZVPD basis, OMol25).

Computed properties:
- gap between HOMO and LUMO (eV) = 9.471
- multiplicity = 1
- charge = +1
- SMILES = C#CC/C=[NH+]/C
- relative energy (zero: lowest compared OMol25 entry of this formula, charge and spin) (kcal per mole) = 95.4

Atoms and positions in Å:
H  0.95502  -0.51526  -0.34995
H  1.16299  -1.07021  2.46631
C  -1.24029  0.68693  -0.41579
C  1.66615  -1.09069  1.50398
H  -2.28333  0.34313  -0.19554
C  -0.37838  -0.12002  0.83256
H  -0.71278  -0.05863  1.83734
H  2.51361  -0.48505  1.60047
H  2.04892  -2.10733  1.29967
C  -1.05788  1.16405  -3.07847
H  -1.13555  1.75847  -0.09347
H  -1.11381  1.20011  -4.09971
C  -1.17560  0.91549  -1.92248
N  0.75092  -0.62101  0.61507

8.
# C5H8N

A molecular structure, C5H8N in a non-equilibrium geometry (the ωB97M-V functional and the def2-TZVPD basis, OMol25).

Computed properties:
- gap between HOMO and LUMO (eV) = 10.733
- multiplicity = 1
- charge = +1
- relative energy (zero: lowest compared OMol25 entry of this formula, charge and spin) (kcal per mole) = 83.2

Atoms and positions in Å:
C  -0.12420  -1.23810  -0.29591
C  1.93424  0.47049  0.14881
H  0.23854  -2.08754  0.18635
C  0.51377  0.12414  -0.05364
H  -2.57274  1.24905  0.31423
H  -1.63837  0.80685  -1.31185
H  2.60289  -0.30546  -0.27093
C  -1.78157  0.62498  -0.15618
H  2.12536  1.34460  -0.49603
H  -1.34110  -0.75599  1.43331
H  2.13557  0.80406  1.17117
C  -1.26184  -0.60605  0.39668
H  -0.41246  -1.43184  -1.37143
N  -0.41809  1.00080  0.30540

9.
# C5H8N

A gas-phase ion, C5H8N (charge +1) in a non-equilibrium geometry (the ωB97M-V functional and the def2-TZVPD basis, OMol25).

Computed properties:
- gap between HOMO and LUMO (eV) = 10.579
- multiplicity = 1
- charge = +1
- SMILES = C=C[C@@H]1[C@H]2[NH2+][C@@H]12
- relative energy (zero: lowest compared OMol25 entry of this formula, charge and spin) (kcal per mole) = 116.1

Atoms and positions in Å:
H  -3.12446  0.51429  -0.43961
H  0.36158  1.66646  0.30479
N  2.04670  0.17154  -0.07708
H  2.45441  -0.50131  0.66974
H  2.73476  0.81726  -0.56306
H  -2.18561  -1.12088  1.30959
C  -2.03794  0.40290  -0.34000
H  0.76841  -0.72375  -1.84065
H  0.56415  -1.42044  1.22997
C  -1.60835  -0.57438  0.46105
C  0.87041  -0.41585  -0.80223
C  0.17165  -0.73501  0.58136
H  -1.32563  1.02674  -0.94961
C  0.70698  0.66232  0.16647

10.
# C5H8N

A gas-phase ion, C5H8N (charge +1) in a non-equilibrium geometry (the ωB97M-V functional and the def2-TZVPD basis, OMol25).

Computed properties:
- gap between HOMO and LUMO (eV) = 9.649
- multiplicity = 1
- charge = +1
- SMILES = C=C=C1C[C@@H]1[NH3+]
- relative energy (zero: lowest compared OMol25 entry of this formula, charge and spin) (kcal per mole) = 91.3

Atoms and positions in Å:
H  2.41910  -1.30346  0.28528
H  0.90484  -1.82570  -0.29823
C  -1.62266  0.16176  -0.00042
C  0.83177  0.11464  0.51037
H  0.71996  2.38763  0.44257
H  -3.03723  -0.94270  -0.77167
H  1.67854  -0.70696  -1.13667
C  -0.43111  0.59569  -0.12301
C  -2.81962  -0.35893  0.01638
C  0.87921  1.49384  -0.17715
N  1.49460  -1.00821  -0.17191
H  0.92874  0.06816  1.65320
H  -3.49894  -0.09785  0.85538
H  1.55279  1.42208  -1.08412

11.
# C5H8N

A molecular structure, C5H8N in a non-equilibrium geometry (the ωB97M-V functional and the def2-TZVPD basis, OMol25).

Computed properties:
- gap between HOMO and LUMO (eV) = 9.048
- multiplicity = 1
- charge = +1
- relative energy (zero: lowest compared OMol25 entry of this formula, charge and spin) (kcal per mole) = 119.7

Atoms and positions in Å:
H  -1.88574  1.92743  0.18878
H  -0.43010  -1.15456  2.15155
C  0.47995  -0.42634  0.18985
H  -0.69912  -2.18878  0.70862
C  0.55017  1.54403  -1.74151
H  0.39148  1.20948  -2.65741
H  1.52519  1.90051  -1.56139
H  1.31825  -1.05250  -0.15580
N  -0.48703  2.68658  -1.26669
C  -0.59366  -1.12694  1.03503
H  1.14430  0.14785  0.86664
H  -1.56429  -0.71122  1.01586
C  -0.91584  1.78407  -0.41462
C  0.03642  0.62816  -0.55166

12.
# C5H8N

A gas-phase ion, C5H8N (charge +1) in a non-equilibrium geometry (the ωB97M-V functional and the def2-TZVPD basis, OMol25).

Computed properties:
- gap between HOMO and LUMO (eV) = 10.672
- multiplicity = 1
- charge = +1
- SMILES = C=[N+]1CC12CC2
- relative energy (zero: lowest compared OMol25 entry of this formula, charge and spin) (kcal per mole) = 109.3

Atoms and positions in Å:
H  -1.39794  1.01094  1.57847
C  -0.13690  -1.76523  0.06097
C  -0.98026  0.97140  0.62676
H  0.92678  -2.17932  0.16680
C  1.48420  1.56638  0.51603
C  -0.44226  -0.30777  0.04696
H  2.45342  1.21905  0.44894
N  0.43900  0.81237  0.34111
H  0.33762  -0.88695  -2.06510
H  1.62367  2.62721  0.69954
H  -1.34363  -1.11425  -1.66380
H  -0.79770  -2.38531  0.43420
C  -0.43250  -1.00833  -1.24954
H  -1.73349  1.43980  0.05866

Repeat the fourth record exactly.
# C5H8N

2 unconnected molecules or ions with the total composition C5H8N in a non-equilibrium geometry (the ωB97M-V functional and the def2-TZVPD basis, OMol25).

Computed properties:
- gap between HOMO and LUMO (alpha / beta) (eV) = 8.116 / 8.117
- multiplicity = 1
- charge = +1
- relative energy (zero: lowest compared OMol25 entry of this formula, charge and spin) (kcal per mole) = 132.1

Atoms and positions in Å:
C  1.08057  -1.06841  -2.56881
C  -0.01131  1.66427  1.76504
H  1.66478  -0.24956  -2.95782
N  -0.67836  -0.14656  0.78291
H  1.00320  1.16245  1.90333
C  -1.06995  -1.00581  1.60006
H  1.80479  -1.67046  -2.11830
H  -0.64668  1.56960  2.63663
H  -1.33327  -0.79961  2.58820
H  -1.08439  -2.06155  1.39260
C  -0.21435  -0.27930  -0.43961
H  -0.01539  2.70389  1.23426
C  0.22435  -0.55324  -1.55347
H  0.48421  -1.49275  -3.43065